Computed, not measured: a structure of composition C4H4Br12, with ωB97M-V/def2-TZVPD.

```
20
Properties=species:S:1:pos:R:3:nbo_charge:R:1
C -0.192 2.654 -2.442 -0.46
Br 1.554 2.710 -1.602 0.11
Br -0.402 4.351 -3.552 0.04
Br -1.573 2.342 -1.063 0.09
H -0.256 1.963 -3.283 0.23
C -0.298 -4.907 -0.482 -0.41
Br -1.678 -5.356 -1.882 0.07
Br 1.652 -4.678 -1.194 0.04
Br -0.453 -6.181 1.050 0.07
H -0.590 -3.937 -0.081 0.21
C 0.737 -0.518 -0.185 -0.45
Br -0.349 -1.656 1.032 0.07
Br 0.174 -0.747 -2.054 0.09
Br 2.647 -1.088 0.096 0.08
H 0.545 0.511 0.120 0.23
C -0.243 2.951 2.923 -0.45
Br -1.946 3.633 3.727 0.05
Br -0.385 1.003 2.766 0.09
Br 1.215 3.528 4.163 0.07
H -0.161 3.422 1.944 0.23
```

Output
HOMO level	-0.38176	Eh
F_max	2.5	eV/Å
gap between HOMO and LUMO	9.574	eV
ΔE to the lowest compared entry with this formula, charge and spin	18.9	kcal/mol
lowest unoccupied orbital energy	-0.81	eV

Computed, not measured: the ion C7H8ClN4O4 with charge +1, with ωB97M-V/def2-TZVPD.

```
24
Properties=species:S:1:pos:R:3:nbo_charge:R:1
C -1.927 -1.027 2.861 -0.73
C -0.464 -0.761 2.732 0.80
O 0.142 0.189 3.072 -0.45
O 0.277 -1.875 2.171 -0.55
C 0.688 -1.844 0.901 0.79
O 1.828 -1.752 0.562 -0.50
C -0.400 -1.960 -0.183 -0.35
N -0.531 -0.649 -0.826 0.07
N -1.633 -0.048 -1.138 0.08
N -1.332 1.103 -1.683 -0.21
C 0.000 1.206 -1.714 0.42
C 0.764 2.360 -2.264 -0.58
C 2.162 2.455 -1.664 0.52
O 2.451 1.988 -0.614 -0.50
Cl 3.281 3.305 -2.666 0.05
N 0.508 0.104 -1.168 -0.29
H -2.401 -1.158 1.883 0.23
H -2.080 -1.955 3.418 0.27
H -2.393 -0.189 3.375 0.27
H -0.070 -2.676 -0.940 0.27
H -1.375 -2.242 0.209 0.27
H 0.812 2.309 -3.355 0.30
H 0.214 3.269 -1.992 0.31
H 1.479 -0.152 -0.977 0.50
```

Output
SMILES string	CC(=O)OC(=O)Cn1nnc(CC(=O)Cl)[nH+]1
HOMO level	-0.54542	Eh
F_max	0.5	eV/Å
total charge	+1
gap between HOMO and LUMO	10.094	eV
lowest unoccupied orbital energy	-4.75	eV

Computed, not measured: a cluster of 3 separate species, C21H46NO2S in total, with ωB97M-V/def2-TZVPD.

```
71
Properties=species:S:1:pos:R:3:mulliken_charge:R:1
C 2.893 4.663 0.923 -1.18
C 2.262 3.262 0.988 -0.44
C 1.534 2.814 -0.299 0.90
C 1.954 1.441 -0.853 0.04
C 2.172 1.404 -2.367 -1.30
C 0.919 1.780 -3.166 0.05
C -0.172 0.689 -3.158 0.10
C -1.553 1.203 -2.714 -0.88
C -1.858 0.865 -1.254 0.37
C -3.035 1.655 -0.653 -0.45
C -2.746 2.243 0.739 -0.93
C -2.302 3.703 0.762 0.02
S -3.519 4.801 -0.031 0.09
C -2.797 5.200 -1.780 -0.63
N -1.424 5.168 -1.948 -0.36
H 2.908 5.047 -0.100 0.38
H 2.360 5.392 1.537 0.25
H 3.924 4.660 1.276 0.32
H 3.037 2.528 1.218 0.35
H 1.570 3.217 1.834 0.42
H 1.684 3.576 -1.074 0.31
H 0.451 2.804 -0.112 -1.23
H 2.873 1.120 -0.355 0.49
H 1.213 0.677 -0.602 -0.27
H 2.473 0.386 -2.635 0.33
H 3.003 2.059 -2.649 0.45
H 1.207 2.046 -4.186 0.45
H 0.500 2.701 -2.737 -0.42
H 0.137 -0.085 -2.452 -0.42
H -0.247 0.218 -4.139 0.52
H -1.568 2.296 -2.834 0.19
H -2.362 0.832 -3.348 0.36
H -0.963 1.051 -0.652 -0.21
H -2.040 -0.209 -1.174 0.14
H -3.938 1.048 -0.588 0.35
H -3.285 2.457 -1.361 0.22
H -1.918 1.699 1.203 0.42
H -3.599 2.121 1.410 0.40
H -1.351 3.868 0.250 -0.21
H -2.222 4.080 1.782 0.54
H -3.106 5.952 0.527 0.25
H -3.299 4.467 -2.406 0.39
H -3.237 6.183 -1.955 0.49
H -0.856 5.777 -1.378 0.29
H -1.001 4.257 -2.058 0.12
C 0.733 -4.068 -1.103 -0.68
C 1.572 -3.661 0.107 -0.41
C 1.906 -2.215 -0.228 -0.45
O 0.785 -1.712 -0.971 -0.31
C -0.063 -2.797 -1.361 -0.50
H 0.094 -4.930 -0.913 0.35
H 1.372 -4.295 -1.958 0.30
H 0.981 -3.731 1.020 0.11
H 2.461 -4.275 0.241 0.38
H 2.804 -2.145 -0.850 0.26
H 2.043 -1.585 0.652 0.31
H -0.978 -2.778 -0.757 0.27
H -0.337 -2.661 -2.410 0.27
C 0.391 -6.373 4.975 -0.56
C -0.541 -7.140 4.038 -0.58
C -0.656 -6.172 2.867 -0.45
O 0.591 -5.477 2.800 -0.28
C 1.352 -5.729 3.985 -0.47
H 0.900 -7.009 5.697 0.34
H -0.164 -5.609 5.522 0.27
H -0.072 -8.071 3.716 0.27
H -1.506 -7.377 4.481 0.34
H -1.465 -5.451 3.031 0.28
H -0.827 -6.670 1.911 0.28
H 2.181 -6.402 3.745 0.29
H 1.766 -4.783 4.336 0.27
```

Output
HOMO level	-0.40652	Eh
F_max	0.5	eV/Å
total charge	+1
gap between HOMO and LUMO	7.932	eV
lowest unoccupied orbital energy	-3.13	eV

Computed, not measured: a structure of composition C4H28O10, with ωB97M-V/def2-TZVPD.

```
42
Properties=species:S:1:pos:R:3:nbo_charge:R:1
C 3.185 1.673 2.454 -0.63
C 1.869 1.013 1.954 -0.11
O 2.241 -0.101 1.130 -0.81
H 3.813 1.057 3.098 0.21
H 3.004 2.680 2.828 0.20
H 3.841 1.778 1.590 0.20
H 1.291 1.692 1.327 0.20
H 1.270 0.756 2.828 0.15
H 2.478 0.319 0.300 0.43
C -2.831 -1.705 -1.096 -0.63
C -3.690 -1.446 0.110 -0.06
O -4.014 -0.095 0.368 -0.70
H -1.782 -1.432 -0.987 0.21
H -3.251 -1.143 -1.930 0.22
H -2.856 -2.746 -1.418 0.21
H -3.331 -1.747 1.094 0.15
H -4.618 -2.006 -0.005 0.15
H -4.797 -0.168 0.919 0.46
O -0.177 -0.576 1.433 -0.95
H -0.631 -1.418 1.402 0.52
H 0.705 -0.789 1.740 0.53
O 2.652 0.764 -0.679 -0.84
H 3.092 0.132 -1.247 0.49
H 1.947 1.123 -1.218 0.52
O -1.229 1.727 -0.327 -1.07
H -0.531 1.163 -0.659 0.41
H -0.955 1.951 0.563 0.46
O 0.971 -1.405 -2.650 -0.91
H 0.636 -0.518 -2.782 0.51
H 1.873 -1.280 -2.355 0.46
O 0.318 0.334 -0.718 -0.95
H 0.497 0.026 0.170 0.52
H -0.307 -0.300 -1.071 0.50
O 0.368 1.058 -2.844 -0.95
H 0.983 1.789 -2.906 0.48
H -0.292 1.353 -2.217 0.51
O -0.512 1.760 1.796 -0.95
H -0.530 0.803 1.769 0.50
H -0.533 1.974 2.729 0.48
O -0.109 -2.635 -1.114 -1.01
H 0.476 -2.143 -1.689 0.46
H -0.532 -3.272 -1.690 0.46
```

Output
HOMO level	-0.32439	Eh
F_max	9.1	eV/Å
gap between HOMO and LUMO	8.769	eV
ΔE to the lowest compared entry with this formula, charge and spin	175.7	kcal/mol
lowest unoccupied orbital energy	-0.06	eV

What is the formula in the fourth record? C4H28O10

Which value of HOMO level does entry 4 give? -0.32439 Eh

Among the records above, which one has the highest F_max? C4H28O10